(1)
C38H44BFN12O4Ti as an isolated structure at a distorted geometry. Source: the OMol25 dataset; level of theory: ωB97M-V/def2-TZVPD.

Output
* total energy: -3406.90984 a.u.
* orbital gap (alpha / beta): 5.704 / 8.937 eV
* net charge: 0
* spin multiplicity: 3
* <S²>: 2.00
* energy relative to the best compared isomer or geometry (same formula, charge and spin): 6.5 kcal/mol

Last column: Löwdin spin population.
Positions of all 101 atoms, in Å:
Ti1 -0.0307 -0.5672 -0.0329  1.70
C1 2.1124 2.7940 -3.4504  0.00
C2 1.6579 1.4092 -3.1024  0.02
C3 1.9717 0.2259 -3.7273  0.00
C4 1.1977 -0.7492 -3.0875  0.02
N1 0.4962 -0.2139 -2.0848  0.00
N2 0.7731 1.1230 -2.1238  0.01
B1 -0.1253 2.1177 -1.3280  0.01
N3 -1.5760 1.5856 -1.3278  0.01
N4 -1.9384 0.4068 -0.7302  0.01
C5 -3.2662 0.3389 -0.9155  0.02
C6 -3.7332 1.4476 -1.6418  0.00
C7 -2.6314 2.2239 -1.8703  0.01
C8 -2.5432 3.5592 -2.5476  0.00
C9 -4.2212 -0.6793 -0.3978  0.00
C10 -4.5361 -0.7545 0.9561  0.00
C11 -5.4735 -1.6708 1.4224  0.00
C12 -6.1269 -2.5113 0.5299  0.00
C13 -5.8551 -2.4100 -0.8295  0.00
C14 -4.9137 -1.4948 -1.2878  0.00
N5 0.3629 2.2536 0.1422  0.01
N6 -0.0139 1.3512 1.0909  0.00
C15 0.3936 1.8622 2.2428  0.01
C16 1.0778 3.0694 2.0501  0.00
C17 1.0197 3.2987 0.6918  0.01
C18 1.4706 4.5094 -0.0680  0.00
C19 -0.0691 1.3414 3.5471  0.00
C20 0.7543 1.3417 4.6664  0.00
C21 0.2663 0.9171 5.9001  0.00
C22 -1.0547 0.5035 6.0291  0.00
C23 -1.8856 0.5117 4.9147  0.00
C24 -1.3944 0.9281 3.6843  0.00
C25 1.0044 -2.1226 -3.6180  0.00
C26 2.0730 -2.8361 -4.1526  0.00
C27 1.8685 -4.0759 -4.7526  0.00
C28 0.5892 -4.6109 -4.8353  0.00
C29 -0.4823 -3.9010 -4.3128  0.00
C30 -0.2756 -2.6640 -3.7099  0.00
H1 2.7716 2.7441 -4.3159  0.00
H2 2.6636 3.2603 -2.6355  0.00
H3 1.2669 3.4397 -3.6970  0.00
H4 2.6108 0.0926 -4.5926  0.00
H5 -0.0877 3.1934 -1.8624  0.00
H6 -4.7598 1.6567 -1.9161  0.00
H7 -3.5393 3.8611 -2.8699  0.00
H8 -1.8899 3.5291 -3.4233  0.00
H9 -2.1543 4.3242 -1.8707  0.00
H10 -4.0599 -0.0621 1.6465  0.00
H11 -5.7032 -1.7175 2.4828  0.00
H12 -6.8530 -3.2333 0.8914  0.00
H13 -6.3780 -3.0462 -1.5363  0.00
H14 -4.6971 -1.4179 -2.3499  0.00
H15 1.5009 3.7208 2.8074  0.00
H16 2.0039 5.1779 0.6061  0.00
H17 0.6158 5.0439 -0.4878  0.00
H18 2.1398 4.2612 -0.8906  0.00
H19 1.7978 1.6378 4.5678  0.00
H20 0.9255 0.9063 6.7614  0.00
H21 -1.4357 0.1811 6.9922  0.00
H22 -2.9216 0.2027 5.0072  0.00
H23 -2.0351 0.9480 2.8075  0.00
H24 3.0752 -2.4218 -4.0833  0.00
H25 2.7115 -4.6243 -5.1592  0.00
H26 0.4284 -5.5749 -5.3096  0.00
H27 -1.4871 -4.3069 -4.3815  0.00
H28 -1.1068 -2.0903 -3.3110  0.00
N7 -1.5184 -1.9808 0.8667  0.02
C31 -1.8974 -3.0417 -0.0913  0.01
C32 -0.6094 -3.7291 -0.5149  0.00
N8 0.4548 -2.7004 -0.5988  0.02
H29 -1.0642 -2.4426 1.6519  0.00
H30 -2.3429 -1.5390 1.2273  0.00
H31 -2.3646 -2.5840 -0.9557  0.00
H32 -2.6018 -3.7526 0.3382  0.00
H33 -0.7463 -4.2135 -1.4746  0.00
H34 -0.3446 -4.5011 0.2107  0.00
H35 0.9608 -2.7991 -1.4581  0.00
H36 1.1431 -2.8600 0.1262  0.00
F1 3.8106 3.5559 -1.2078  0.00
C33 3.8883 2.9408 -0.0263  0.00
C34 4.0235 1.6289 0.0454  0.00
N9 4.1271 0.9622 1.2384  0.00
C35 4.2469 -0.5014 1.2395  0.00
C36 2.9606 -1.2307 0.9007  0.01
O1 2.9663 -2.4386 1.1968  0.01
O2 2.0493 -0.5174 0.3806  0.01
C37 3.9750 1.6296 2.4455  0.00
O3 3.9294 1.0719 3.5266  0.00
N10 3.8819 3.0044 2.3219  0.00
C38 3.7946 3.7666 1.1661  0.00
O4 3.6483 4.9606 1.2099  0.00
H37 4.0537 1.0198 -0.8497  0.00
H38 4.5673 -0.8227 2.2159  0.00
H39 4.9982 -0.7915 0.5088  0.00
H40 3.7745 3.5134 3.1839  0.00
N11 0.4104 -2.9145 3.0652  0.00
N12 0.5345 -1.4941 2.9289  0.00
H41 0.5275 -3.1958 4.0255  0.00
H42 1.1846 -3.2940 2.5426  0.00
H43 1.4164 -1.1734 3.3099  0.00
H44 -0.1834 -1.0797 3.4930  0.00


(2)
A 2-piece molecular cluster, CH3O3S2 overall at a distorted geometry. Source: the OMol25 dataset; level of theory: ωB97M-V/def2-TZVPD.

Output
* total energy: -1062.02453 a.u.
* orbital gap: 7.582 eV
* net charge: -1
* energy relative to the best compared isomer or geometry (same formula, charge and spin): 28.6 kcal/mol

Last column: Löwdin charge in e.
Positions of all 9 atoms, in Å:
C1 1.4226 0.2809 0.2513  -0.19
O1 2.1428 -0.1499 -0.5425  0.02
O2 -4.1140 0.8087 -0.8825  -0.61
O3 -4.0573 -1.2028 0.5447  -0.60
S1 -2.1213 1.0151 1.2699  0.17
S2 -3.3042 -0.2793 -0.3237  0.41
H1 0.4940 0.6144 0.0827  -0.02
H2 1.7221 0.3817 1.3274  0.09
H3 -2.0056 1.9380 0.3054  -0.27


(3)
C35H37ClN4O6PS2SeTl as an isolated structure at a distorted geometry. Source: the OMol25 dataset; level of theory: ωB97M-V/def2-TZVPD.

Output
* total energy: -6198.33600 a.u.
* orbital gap: 2.734 eV
* net charge: -2
* energy relative to the best compared isomer or geometry (same formula, charge and spin): 33.8 kcal/mol

Last column: Löwdin charge in e.
Positions of all 88 atoms, in Å:
Tl1 0.5037 -0.0576 0.3249  0.96
Se1 0.8773 -6.0885 -5.6910  1.03
N1 0.5399 -4.3244 -5.7286  -0.24
C1 0.6829 -3.8574 -4.4904  -0.33
C2 0.4593 -2.4915 -4.1290  -0.09
C3 0.0643 -1.5145 -5.0523  0.00
C4 -0.1649 -0.2319 -4.6158  -0.01
C5 -0.0064 0.0504 -3.2530  -0.06
N2 0.3702 -0.8438 -2.3737  0.11
C6 0.6226 -2.0966 -2.7760  -0.16
C7 1.0253 -3.0566 -1.7815  -0.15
N3 1.1696 -2.6357 -0.5206  0.09
C8 1.5022 -3.4841 0.4165  -0.11
C9 1.6970 -4.8512 0.1727  -0.03
C10 1.5506 -5.3146 -1.1138  -0.01
C11 1.2201 -4.4200 -2.1393  -0.09
C12 1.0536 -4.8175 -3.5003  -0.33
N4 1.2101 -6.0702 -3.9277  -0.25
H1 -0.0530 -1.8016 -6.0876  0.11
H2 -0.4605 0.5495 -5.2989  0.11
H3 -0.1921 1.0368 -2.8643  0.10
H4 1.5977 -3.0623 1.4043  0.11
H5 1.9534 -5.5199 0.9829  0.10
H6 1.6834 -6.3610 -1.3572  0.11
Cl1 8.6325 0.0873 1.2834  0.57
C13 6.9387 0.1436 0.8573  -0.71
C14 6.5829 0.5424 -0.4402  -0.14
C15 5.2699 0.6202 -0.7824  -0.01
C16 4.1931 0.2979 0.1300  -0.39
O1 3.0087 0.4037 -0.2317  -0.14
C17 4.6215 -0.1594 1.4402  -0.14
C18 3.6711 -0.6048 2.4074  -0.25
O2 2.4521 -0.6265 2.3350  -0.10
C19 5.9863 -0.2071 1.7701  -0.10
H7 7.3562 0.7858 -1.1584  0.09
H8 4.9806 0.9214 -1.7792  0.11
H9 4.1502 -0.9849 3.3484  0.12
H10 6.2707 -0.5358 2.7647  0.10
O3 0.2507 3.6761 -2.2493  -0.04
C20 -0.6782 3.0867 -1.6952  -0.74
O4 -0.6030 2.2661 -0.7415  -0.33
C21 -2.0909 3.3739 -2.1914  -0.18
C22 -2.3249 4.4185 -3.0698  -0.07
C23 -3.6044 4.7157 -3.5060  -0.15
C24 -4.6664 3.9302 -3.0786  -0.15
C25 -4.4455 2.8705 -2.2253  -0.17
C26 -3.1608 2.5806 -1.7481  -0.67
S1 -2.9367 1.3142 -0.6131  0.54
H11 -1.4786 5.0162 -3.3867  0.10
H12 -3.7829 5.5543 -4.1696  0.07
H13 -5.6793 4.1643 -3.3917  0.08
H14 -5.2668 2.2494 -1.8963  0.07
C27 -1.0452 4.9460 1.2574  -0.10
C28 -0.8863 4.7994 2.7644  -0.31
C29 -1.7691 3.7029 3.3342  -0.32
S2 -1.3780 1.9488 2.7679  0.87
O5 -2.2533 1.1739 3.6664  -0.56
C30 0.3441 1.8958 3.4975  -0.34
C31 0.5683 0.6966 4.4017  -0.30
C32 -0.1062 0.8810 5.7576  -0.12
H15 -0.3541 5.6958 0.8751  0.07
H16 -2.0582 5.2479 0.9980  0.08
H17 -0.8320 4.0043 0.7606  0.05
H18 -1.1537 5.7480 3.2493  0.10
H19 0.1639 4.6023 2.9961  0.09
H20 -2.8073 3.8464 3.0287  0.09
H21 -1.7273 3.6771 4.4253  0.08
H22 0.5351 2.8155 4.0463  0.07
H23 1.0002 1.8484 2.6272  0.06
H24 1.6451 0.5595 4.5352  0.10
H25 0.1791 -0.1985 3.9159  0.10
H26 0.2375 1.7980 6.2422  0.07
H27 0.1216 0.0427 6.4140  0.06
H28 -1.1807 0.9290 5.6068  0.05
C33 -2.3117 -2.3505 -0.9128  -0.18
P1 -2.3445 -2.6341 0.8893  0.53
C34 -2.7059 -4.4356 1.0568  -0.18
C35 -3.8393 -1.7402 1.4404  -0.17
O6 -1.1238 -2.2868 1.6302  -0.43
H29 -3.2782 -2.5950 -1.3474  0.05
H30 -1.5312 -2.9530 -1.3678  0.03
H31 -2.0778 -1.2983 -1.0792  -0.02
H32 -3.6090 -4.7389 0.5383  0.04
H33 -2.7768 -4.6774 2.1137  0.04
H34 -1.8505 -4.9628 0.6420  0.03
H35 -4.7437 -2.1720 1.0235  0.04
H36 -3.7291 -0.7129 1.0977  -0.01
H37 -3.8753 -1.7392 2.5250  0.05


(4)
One molecule with the formula C3H2ClNO at a distorted geometry. Source: the OMol25 dataset; level of theory: ωB97M-V/def2-TZVPD.

Output
* total energy: -705.62365 a.u.
* orbital gap: 9.200 eV
* net charge: 0
* energy relative to the best compared isomer or geometry (same formula, charge and spin): 37.9 kcal/mol

Last column: Löwdin charge in e.
Positions of all 8 atoms, in Å:
O1 1.5607 -1.5213 -0.0916  0.19
C1 1.3502 -0.3816 -0.1072  -0.16
C2 0.8659 0.8767 0.0054  -0.15
N1 -0.4755 0.8173 -0.1383  -0.04
C3 -1.1852 -0.1857 0.1079  -0.69
Cl1 -2.8751 -0.0259 -0.0576  0.64
H1 1.5297 1.6451 -0.2149  0.08
H2 -0.7707 -1.2245 0.4962  0.13


(5)
A 2-piece molecular cluster, C9H14 overall at a distorted geometry. Source: the OMol25 dataset; level of theory: ωB97M-V/def2-TZVPD.

Output
* total energy: -351.26451 a.u.
* orbital gap (alpha / beta): 3.043 / 7.281 eV
* net charge: -1
* spin multiplicity: 2
* <S²>: 0.76
* energy relative to the best compared isomer or geometry (same formula, charge and spin): 9.3 kcal/mol

Last column: Löwdin spin population.
Positions of all 23 atoms, in Å:
C1 0.2270 2.0670 1.6667  0.06
C2 1.5424 -0.9475 -0.2073  0.17
C3 1.2372 0.3652 0.1378  0.05
C4 1.1330 -1.9942 0.6860  0.16
C5 0.5558 0.6536 1.3285  0.17
C6 0.6357 -1.6716 1.9517  0.05
C7 0.4028 -0.3600 2.3337  0.20
H1 2.0087 -1.2341 -1.1448  0.02
H2 1.4817 1.0944 -0.6272  0.00
H3 1.1205 -3.0194 0.3333  0.02
H4 0.3446 -2.5722 2.4981  0.00
H5 -0.7770 2.1730 2.0958  0.01
H6 0.4321 2.7498 0.8361  0.00
H7 0.0285 -0.0841 3.3082  0.03
H8 0.8162 2.5666 2.4884  0.03
C8 -1.6412 -0.6666 -1.9869  0.01
C9 -1.1460 0.6893 -2.4405  0.01
H9 -1.9910 -0.6533 -0.9588  0.00
H10 -2.5034 -1.0057 -2.5884  0.00
H11 -0.8964 -1.4370 -2.1727  0.00
H12 -0.6068 1.1777 -1.6194  0.00
H13 -1.9106 1.4487 -2.6078  0.00
H14 -0.4938 0.6604 -3.3105  0.00


(6)
A 2-piece molecular cluster, CClF3OS overall at a distorted geometry. Source: the OMol25 dataset; level of theory: ωB97M-V/def2-TZVPD.

Output
* total energy: -1271.21740 a.u.
* orbital gap: 10.115 eV
* net charge: 0
* energy relative to the best compared isomer or geometry (same formula, charge and spin): 40.6 kcal/mol

Last column: Löwdin charge in e.
Positions of all 7 atoms, in Å:
C1 1.7998 1.2650 2.0462  -0.09
O1 -0.1650 0.4055 -1.6561  -0.49
F1 1.8884 0.4376 3.1031  0.01
F2 0.9105 0.7696 1.2899  0.08
F3 -0.6696 -2.0122 -2.0938  -0.41
S1 -1.2316 -0.3637 -2.2020  0.73
Cl1 -2.5325 -0.5018 -0.4872  0.17